Entry 1:
{
  "formula": "C4H15PSi2",
  "method": "the ωB97M-V functional and the def2-TZVPD basis",
  "e_tot_ha": -1081.5640,
  "homo_lumo_gap_ev": [9.4, 6.7],
  "e_lumo_ev": [1.0, -2.4],
  "spin_multiplicity": 3,
  "s2": 2.004,
  "species": ["C", "C", "C", "C", "Si", "Si", "P", "H", "H", "H", "H", "H", "H", "H", "H", "H", "H", "H", "H", "H", "H", "H"],
  "positions_angstrom": [[-0.1131, 1.6499, -3.0664], [1.6719, 1.9939, -0.6555], [0.8134, -2.1742, 2.0365], [-2.2999, -1.7321, 1.8677], [-0.1848, 1.6592, -1.0633], [-0.5910, -0.9833, 1.5291], [-0.9084, -0.4161, -0.6508], [-0.6100, 2.5916, -3.4150], [0.7617, 1.3654, -3.6585], [-0.7074, 0.7948, -3.3070], [1.9821, 1.3888, 0.1673], [2.3186, 1.8548, -1.4939], [1.8293, 3.0041, -0.3900], [0.9074, -2.4653, 3.0696], [0.9040, -3.1765, 1.5414], [1.7855, -1.6811, 1.7536], [-2.9584, -1.3785, 2.6154], [-2.9145, -1.8262, 1.0173], [-2.0787, -2.7425, 2.3260], [-0.8382, 2.9731, -0.6826], [-0.1968, 0.1930, 2.4336], [1.4274, -0.8930, -1.9745]],
  "forces_ev_per_angstrom": [[-0.95, 0.47, 1.15], [-1.20, -0.75, 0.18], [1.24, -0.69, -1.88], [1.50, -1.63, 1.42], [2.17, 1.19, -2.21], [0.08, 0.51, 1.17], [-0.12, -0.05, 0.50], [0.53, -0.92, -0.07], [0.53, 0.78, 0.66], [-1.25, -0.36, -0.38], [0.54, -0.44, 0.62], [0.25, -0.59, -0.65], [-0.14, 1.28, 0.55], [-0.40, 0.53, 0.69], [-0.51, 0.85, -0.09], [-0.82, -0.24, 0.36], [-0.37, 1.28, 0.95], [-0.45, -0.40, -1.28], [-0.18, 0.58, -0.96], [-0.35, -0.88, 0.11], [-0.52, -0.38, -0.59], [0.40, -0.14, -0.27]]
}



Entry 2:
{
  "formula": "C17H18N4O3S2",
  "method": "the ωB97M-V functional and the def2-TZVPD basis",
  "e_tot_ha": -1899.7226,
  "homo_lumo_gap_ev": 8.9,
  "e_lumo_ev": 0.5,
  "e_above_lowest_kj_mol": 138.1,
  "smiles": "Cc1cnc(NC(=O)CSc2nnc(COc3c(C)cccc3C)o2)s1",
  "species": ["C", "C", "C", "N", "C", "N", "C", "O", "C", "H", "H", "S", "C", "N", "N", "C", "O", "C", "O", "C", "C", "C", "C", "C", "C", "C", "H", "H", "H", "H", "H", "H", "C", "H", "H", "H", "H", "H", "H", "S", "H", "H", "H", "H"],
  "positions_angstrom": [[-1.2445, -4.1511, 0.8719], [-1.6524, -2.7431, 0.6427], [-1.0917, -1.5982, 1.1080], [-1.6975, -0.4416, 0.7440], [-2.7271, -0.6477, 0.0076], [-3.5950, 0.2931, -0.4788], [-3.6704, 1.6429, -0.2234], [-4.6181, 2.2732, -0.6254], [-2.5227, 2.2591, 0.5353], [-2.1726, 1.6301, 1.3523], [-2.8092, 3.2548, 0.8709], [-1.1042, 2.4307, -0.6098], [0.1787, 2.0134, 0.4576], [0.1385, 1.6835, 1.7120], [1.4095, 1.4197, 2.0739], [2.1598, 1.6176, 1.0435], [1.4341, 2.0083, -0.0343], [3.6333, 1.4456, 0.9518], [4.0232, 0.6056, -0.1146], [3.1133, -0.3760, -0.5007], [2.7651, -1.4337, 0.3400], [1.8666, -2.3816, -0.1334], [1.3218, -2.2822, -1.3987], [1.6915, -1.2390, -2.2271], [2.5941, -0.2795, -1.7954], [3.0096, 0.8533, -2.6827], [2.5825, 1.7886, -2.3217], [4.0924, 0.9577, -2.6742], [2.6701, 0.6873, -3.7015], [1.2757, -1.1630, -3.2211], [0.6187, -3.0245, -1.7465], [1.6031, -3.2126, 0.5036], [3.3437, -1.5696, 1.7167], [3.2618, -2.5992, 2.0576], [2.8073, -0.9323, 2.4217], [4.3937, -1.2838, 1.7188], [4.1059, 2.4152, 0.7519], [3.9849, 1.0733, 1.9219], [-4.3724, -0.0633, -1.0239], [-3.0406, -2.3489, -0.3370], [-0.2257, -1.5345, 1.7398], [-2.0931, -4.7454, 1.2081], [-0.8654, -4.5992, -0.0468], [-0.4662, -4.1881, 1.6298]],
  "forces_ev_per_angstrom": [[-0.05, -0.07, -0.12], [-0.03, 0.34, 0.08], [-0.24, -0.86, -0.12], [-0.45, 0.85, -0.24], [0.28, -1.16, 0.10], [-0.59, -0.11, -0.50], [0.20, 0.04, 0.12], [-0.10, 0.22, -0.04], [0.34, 0.39, -0.01], [-0.09, 0.07, 0.00], [-0.08, -0.16, -0.02], [-0.33, 0.11, -0.33], [-0.05, -0.15, 0.77], [-1.22, 0.50, -0.71], [1.58, -0.26, 0.20], [-0.09, -0.15, 0.59], [-0.03, 0.14, -0.10], [0.00, 0.39, 0.07], [-0.10, -0.46, -0.27], [-0.14, -0.23, -0.19], [0.17, 0.12, 0.01], [0.03, 0.06, -0.13], [-0.02, -0.09, -0.01], [0.03, 0.00, 0.06], [0.17, 0.10, 0.13], [0.02, 0.00, 0.08], [0.04, 0.09, -0.04], [0.05, 0.08, -0.08], [-0.01, 0.00, -0.07], [-0.02, 0.02, -0.11], [-0.08, -0.07, -0.03], [-0.03, -0.10, 0.10], [0.00, 0.07, -0.04], [0.02, -0.03, 0.05], [0.03, 0.03, 0.10], [0.08, 0.01, 0.08], [-0.03, -0.16, 0.10], [-0.13, 0.09, -0.15], [0.10, 0.23, 0.12], [0.38, 0.51, 0.31], [0.22, -0.12, 0.14], [0.05, -0.11, 0.08], [0.08, -0.12, -0.01], [0.04, -0.05, 0.04]]
}